1.
69
Properties=species:S:1:pos:R:3 method="wB97M-V/def2-TZVPD" orbital_gap_ev="6.38 / 7.07" lumo_energy_ev="-5.000 / -4.324" s_squared=6.09 spin_multiplicity=5 energy_ev=-213259.6781 charge=+1 e_homo_ev="-11.38 / -11.39" de_lowest_kj_mol=0.3
Mn -0.25912 -0.42064 0.23682
C 3.76255 4.61050 -0.86183
C 3.54922 3.45485 0.08495
C 4.56201 3.40739 1.20346
O 2.23474 3.52472 0.63946
C 1.56756 2.29877 0.49142
C 2.35045 1.55778 -0.60062
O 3.58904 2.22922 -0.65162
C 2.63673 0.06810 -0.33434
O 1.37534 -0.63437 -0.30809
C 3.37654 -0.59772 -1.48917
C 3.71565 -1.94386 -1.35077
C 4.33308 -2.62859 -2.38210
C 4.63111 -1.97068 -3.57029
C 4.30737 -0.63197 -3.71287
C 3.67796 0.05433 -2.67940
C 3.34875 -0.15260 0.99115
C 4.72918 0.01689 1.06589
C 5.39789 -0.14727 2.26856
C 4.70122 -0.48704 3.42122
C 3.32946 -0.67354 3.35852
C 2.66691 -0.51292 2.14779
C 0.07366 2.56924 0.20441
O -0.55090 1.27849 0.07986
C -0.16844 3.32352 -1.09787
C -0.80533 2.71662 -2.17801
C -0.99854 3.39886 -3.37298
C -0.56833 4.70915 -3.50576
C 0.05103 5.33070 -2.43113
C 0.24881 4.64747 -1.24035
C -0.57178 3.21451 1.42981
C -1.27244 4.40929 1.37034
C -1.85663 4.94721 2.51346
C -1.75899 4.29209 3.72823
C -1.07184 3.08503 3.79760
C -0.48791 2.55781 2.65964
H 3.61291 5.55708 -0.34071
H 3.06842 4.54615 -1.69789
H 4.78307 4.58332 -1.24424
H 4.56467 4.36016 1.73325
H 5.55939 3.22684 0.80070
H 4.31171 2.61262 1.90534
H 1.60741 1.73886 1.43096
H 1.82021 1.62704 -1.55705
H 3.50360 -2.45297 -0.41736
H 4.59200 -3.67217 -2.25956
H 5.12062 -2.50050 -4.37694
H 4.54687 -0.11174 -4.63100
H 3.45185 1.10226 -2.81072
H 5.28137 0.27667 0.17172
H 6.47086 -0.00984 2.30636
H 5.22560 -0.61560 4.35883
H 2.77615 -0.94869 4.24711
H 1.59484 -0.68019 2.12645
H -1.15428 1.69843 -2.09521
H -1.48976 2.90330 -4.20049
H -0.72372 5.24551 -4.43265
H 0.38111 6.35854 -2.51584
H 0.72352 5.15143 -0.41176
H -1.38154 4.93340 0.43056
H -2.39542 5.88327 2.44423
H -2.21611 4.71217 4.61456
H -0.98807 2.56043 4.74062
H 0.05107 1.62119 2.74680
Br -2.90092 -0.84824 0.32046
C -2.54426 -2.74330 0.35846
Br -0.62631 -2.99048 0.40971
H -2.90527 -3.18170 -0.56184
H -2.97640 -3.17496 1.25049

---

2.
85
Properties=species:S:1:pos:R:3 method="wB97M-V/def2-TZVPD" orbital_gap_ev=2.79 lumo_energy_ev=-14.590 energy_ev=-71576.0944 charge=+3 e_homo_ev=-17.38 de_lowest_kj_mol=0.0
Al -23.33478 -13.19295 -1.36912
Al -20.23869 -14.49026 -4.95250
P -21.42335 -11.49386 -3.79692
O -22.25023 -12.81559 -3.95975
O -20.14282 -11.70500 -4.57731
O -21.13478 -11.52818 -2.27518
O -22.22248 -10.26371 -4.23882
C -24.51052 -15.86479 -3.59922
O -25.11490 -15.16675 -2.47419
H -25.29498 -16.25582 -4.24139
H -23.90377 -15.11215 -4.10028
H -23.90407 -16.65626 -3.16142
H -25.97005 -15.54399 -2.24178
C -17.70877 -12.91414 -2.12999
O -19.07333 -13.27456 -2.30242
H -17.50370 -12.30112 -1.24800
H -17.11225 -13.82211 -2.11304
H -17.41487 -12.31570 -3.00274
H -19.64752 -12.48540 -2.33998
C -21.35028 -7.88388 -2.22424
O -22.16220 -7.84915 -3.34360
H -20.44590 -8.51403 -2.40802
H -20.97046 -6.91478 -1.90960
H -21.78385 -8.39645 -1.34618
H -22.19448 -8.76932 -3.72710
C -17.69246 -9.26834 -4.16570
O -17.94640 -10.38229 -4.99576
H -18.54577 -8.57380 -4.22249
H -17.52777 -9.56210 -3.12405
H -16.82805 -8.71414 -4.52239
H -18.83275 -10.76149 -4.77846
C -26.53297 -12.00802 -3.71597
O -25.20403 -12.47313 -3.60161
H -27.22889 -12.80391 -3.43741
H -26.79610 -11.16010 -3.07106
H -26.70239 -11.78768 -4.77169
H -24.70289 -12.13238 -4.38021
C -19.98778 -9.81784 0.30601
O -19.42100 -10.02984 -0.94907
H -19.58312 -10.53460 1.03713
H -19.68772 -8.85722 0.74125
H -21.07758 -9.87154 0.28631
H -20.03396 -10.52105 -1.55328
C -19.30172 -12.05216 -8.02067
O -20.25690 -12.47190 -7.06983
H -19.29983 -12.77791 -8.83045
H -19.59101 -11.05446 -8.37748
H -18.27671 -12.00286 -7.64215
H -20.36683 -11.76402 -6.40004
C -23.52301 -14.52118 -7.35239
O -22.76852 -13.92768 -6.30631
H -24.47675 -14.93605 -7.01571
H -23.82917 -13.74502 -8.06493
H -22.93856 -15.25948 -7.89074
H -23.20202 -13.13555 -5.95799
C -20.86011 -8.13009 -6.55544
O -21.06576 -9.54495 -6.61956
H -20.34698 -7.94579 -5.59881
H -20.25631 -7.85277 -7.41170
H -21.82390 -7.61434 -6.52002
H -21.45325 -9.81839 -5.76133
C -24.81714 -9.25482 -1.77114
O -23.96129 -10.36121 -2.00424
H -25.42854 -9.38443 -0.88142
H -24.33278 -8.27903 -1.65518
H -25.46652 -9.15980 -2.65377
H -23.32157 -10.08396 -2.68191
C -16.42648 -13.83863 -5.47356
O -17.70191 -13.15669 -5.44148
H -15.78456 -13.40816 -6.24236
H -15.97633 -13.73971 -4.48720
H -16.63057 -14.88166 -5.69529
H -17.58760 -12.21758 -5.19526
C -20.36633 -14.25190 1.16200
O -20.81716 -13.35105 0.11900
H -20.03806 -15.19452 0.72004
H -19.52755 -13.81035 1.70203
H -21.21438 -14.44883 1.81054
H -20.00883 -13.19545 -0.39362
C -24.70804 -10.23705 -6.43133
O -24.06483 -11.35909 -5.83538
H -25.77644 -10.40976 -6.55144
H -24.62169 -9.29253 -5.88408
H -24.25471 -10.05388 -7.40812
H -23.35234 -11.01551 -5.25022

---

3.
14
Properties=species:S:1:pos:R:3 method="wB97M-V/def2-TZVPD" orbital_gap_ev=10.31 lumo_energy_ev=0.819 energy_ev=-6346.1468 charge=0 e_homo_ev=-9.49 de_lowest_kj_mol=447.4
C 3.33557 -0.57953 -0.12653
C 2.20455 -0.21654 -0.04724
C -0.44752 -0.83646 -0.14624
C 0.23797 0.26322 -0.09748
C -1.99088 -0.96697 -0.06914
C -0.04982 1.60357 0.17189
H 4.34566 -0.74871 -0.12919
H -0.03882 -1.82835 -0.04499
H -2.39000 -0.04641 -0.47004
H -2.38882 -0.89127 0.99721
H -2.40377 -1.85756 -0.66726
H -0.59003 1.70824 1.08865
H 0.86842 2.34396 0.25080
H -0.69250 2.05283 -0.71047